(1)
The following is a quantum chemistry calculation of C4H12OP2 in the gas phase in a non-equilibrium geometry, from the Open Molecules 2025 dataset.

Electronic energy (eV): -24964.058
Net charge: 0
Relative energy (zero: lowest compared OMol25 entry of this formula, charge and spin) (kJ/mol): 372.8
Structure (SMILES): CC(C)O[PH2]=CP
Frontier orbital gap (eV): 8.8
Maximum force (Eh/bohr): 0.140

Geometry as XYZ:
```
19
Properties=species:S:1:pos:R:3:forces:R:3:nbo_charge:R:1
C -2.646264 0.212255 0.170017 1.27 1.03 -1.75 -0.64
C -1.096807 0.654430 0.413502 -4.00 -5.97 0.22 0.09
C -0.667581 0.328073 1.771593 1.77 -0.87 1.36 -0.64
O -0.285670 -0.277247 -0.431254 -4.36 0.28 3.13 -0.84
P 0.855534 0.373533 -1.172396 0.98 0.17 -3.44 1.41
C 1.830538 -0.963693 -1.416843 1.85 0.80 -0.01 -1.18
P 2.895134 -1.406742 0.043185 -1.53 1.43 0.16 0.29
H -3.284641 1.090219 0.179474 0.01 0.43 0.46 0.21
H -2.639071 0.005677 -0.945637 -0.39 -0.67 1.39 0.22
H -3.151644 -0.522608 0.838969 1.06 0.14 -0.71 0.23
H -1.030468 1.631232 0.176107 0.55 3.18 -1.16 0.18
H -0.550600 -0.815043 1.864241 -0.20 1.88 0.00 0.24
H -1.305579 0.719080 2.569834 0.05 -0.02 -0.21 0.22
H 0.336173 0.811133 1.833873 -0.37 -0.64 0.71 0.21
H 0.834564 1.558582 -0.398092 1.09 0.30 -0.17 -0.10
H 0.183563 0.856501 -2.389274 1.19 -0.14 0.65 -0.06
H 2.308799 -1.076865 -2.388601 -0.06 0.21 0.05 0.24
H 4.057622 -0.648520 -0.192292 0.31 -0.01 -0.14 -0.05
H 3.356397 -2.529999 -0.526405 0.79 -1.53 -0.54 -0.03
```
Positions in Å, forces in eV/Å.

---

(2)
The following is a quantum chemistry calculation of 2 unconnected molecules or ions with the total composition C4H12OS in a non-equilibrium geometry, from the Open Molecules 2025 dataset.

Electronic energy (eV): -17223.129
Net charge: -1
Relative energy (zero: lowest compared OMol25 entry of this formula, charge and spin) (kJ/mol): 86.1
<S²>: 0.7504
2S+1: 2
Frontier orbital gap (spin up / spin down) (eV): 2.0 / 9.0
Maximum force (Eh/bohr): 0.050

Geometry as XYZ:
```
18
Properties=species:S:1:pos:R:3:forces:R:3:mulliken_spin:R:1
C 1.681586 -2.914491 1.561974 -0.30 0.69 0.63 0.50
S 1.867608 -1.239774 2.279670 0.77 0.06 -0.26 -0.42
C 1.859488 -0.218831 0.761763 -1.50 -0.84 -0.17 0.72
H 1.917957 -3.608128 2.369325 0.08 -0.07 -0.11 -0.03
H 0.627621 -3.030905 1.310338 0.13 -0.19 -0.33 -0.15
H 2.346421 -3.060423 0.717676 -0.01 -0.08 -0.07 -0.06
H 2.761566 0.214307 0.340929 0.33 -0.06 0.58 -0.04
H 1.057937 0.505841 0.911604 0.31 0.34 -0.11 -0.13
H 1.440650 -0.902297 0.016147 0.11 0.20 -0.16 -0.05
C -1.989110 2.054095 -0.843171 1.69 -1.61 -1.13 1.61
O -1.714365 1.232892 0.310683 -1.04 1.27 -0.19 -0.63
C -1.303645 1.287913 -2.018802 -0.91 -0.33 1.11 0.26
H -1.499473 3.032274 -0.838655 -0.53 0.21 0.67 0.06
H -3.067792 2.051551 -0.999131 0.00 0.67 -0.07 -0.71
H -2.512457 1.424418 0.854016 0.56 -0.50 0.45 0.19
H -2.009750 0.490787 -2.262307 0.17 -0.03 -0.55 -0.05
H -0.437160 0.776686 -1.601704 0.24 0.24 -0.13 0.22
H -1.027075 1.904080 -2.870358 -0.11 0.03 -0.15 -0.30
```
Positions in Å, forces in eV/Å.

---

(3)
The following is a quantum chemistry calculation of 2 unconnected molecules or ions with the total composition C4H12OS in a non-equilibrium geometry, from the Open Molecules 2025 dataset.

Electronic energy (eV): -17223.975
Net charge: 0
Relative energy (zero: lowest compared OMol25 entry of this formula, charge and spin) (kJ/mol): 151.4
Structure (SMILES): CCCSC.O
Frontier orbital gap (eV): 9.1
Maximum force (Eh/bohr): 0.074

Geometry as XYZ:
```
18
Properties=species:S:1:pos:R:3:forces:R:3:nbo_charge:R:1
C -1.243115 -0.066916 0.466940 -1.80 -3.21 0.98 -0.64
C -0.369186 0.920460 1.167520 2.60 1.53 1.65 -0.43
C 0.490424 1.959015 0.210448 0.55 -1.53 2.63 -0.56
S 1.301656 1.135391 -1.156296 0.35 -0.58 -0.67 0.17
C 2.730779 0.162871 -0.472950 -0.04 1.37 0.03 -0.74
H -1.670550 0.226866 -0.466738 -0.15 0.66 -0.68 0.21
H -2.194940 -0.386184 1.119369 2.15 0.66 -1.15 0.21
H -0.692103 -1.078724 0.209200 -0.94 2.08 0.63 0.23
H -0.770130 1.585570 2.014593 -0.33 -0.91 -1.54 0.21
H 0.342968 0.289524 1.801654 -0.37 0.91 -1.01 0.20
H -0.250617 2.670673 -0.236676 1.09 -0.24 0.52 0.24
H 1.391721 2.372053 0.877424 -2.42 -0.14 -1.35 0.22
H 2.442098 -0.668121 0.212939 0.24 0.29 -1.12 0.22
H 3.345395 0.868948 0.129172 -0.26 -0.42 -0.38 0.21
H 3.306399 -0.032682 -1.430229 -0.68 -0.47 1.44 0.24
O -2.361864 -3.330353 -1.373299 -0.25 1.31 0.98 -0.95
H -2.744639 -3.943201 -1.988813 -0.53 -0.22 -0.36 0.47
H -3.054296 -2.685188 -1.084258 0.80 -1.08 -0.61 0.47
```
Positions in Å, forces in eV/Å.

---

(4)
The following is a quantum chemistry calculation of 2 unconnected molecules or ions with the total composition C4H12OS in a non-equilibrium geometry, from the Open Molecules 2025 dataset.

Electronic energy (eV): -17224.188
Net charge: 0
Relative energy (zero: lowest compared OMol25 entry of this formula, charge and spin) (kJ/mol): 130.9
Structure (SMILES): CCCCS.O
Frontier orbital gap (eV): 9.7
Maximum force (Eh/bohr): 0.084

Geometry as XYZ:
```
18
Properties=species:S:1:pos:R:3:forces:R:3:nbo_charge:R:1
C 1.274494 0.847210 -0.370897 -0.87 1.78 -1.48 -0.61
C 0.227927 -0.164530 0.125954 2.55 -1.07 -0.31 -0.40
C -0.590429 -0.751801 -0.988572 -0.23 -1.95 0.92 -0.41
C -0.325443 -2.329772 -1.029842 -3.09 0.62 -0.93 -0.50
S -1.438034 -3.232082 0.135856 -0.80 0.21 -1.57 -0.05
H 2.074410 0.615304 -1.118753 -1.01 -0.69 0.44 0.21
H 0.764927 1.802081 -0.811535 0.72 -1.59 0.86 0.20
H 1.800598 1.138001 0.492343 0.85 0.82 1.09 0.20
H -0.301034 0.310746 0.931727 -0.50 0.03 0.26 0.21
H 0.809601 -1.050509 0.548858 -0.64 1.29 0.06 0.19
H -0.306561 -0.295122 -1.895025 0.46 0.33 -1.31 0.21
H -1.652114 -0.497059 -0.853289 0.18 -0.68 -0.10 0.22
H 0.637334 -2.767425 -0.921481 1.16 0.56 0.42 0.22
H -0.664295 -2.774686 -1.964637 -0.06 0.41 -0.38 0.22
H -0.578310 -3.175926 1.063902 1.28 -0.06 2.04 0.10
O -0.802254 4.319586 1.956245 -2.47 -0.77 -2.09 -0.91
H -0.137997 4.597306 2.495686 3.04 2.06 2.26 0.45
H -0.792819 3.408677 2.203460 -0.56 -1.30 -0.17 0.46
```
Positions in Å, forces in eV/Å.

---

(5)
The following is a quantum chemistry calculation of 2 unconnected molecules or ions with the total composition C4H12OS2 in a non-equilibrium geometry, from the Open Molecules 2025 dataset.

Electronic energy (eV): -28059.761
Net charge: 0
Relative energy (zero: lowest compared OMol25 entry of this formula, charge and spin) (kJ/mol): 106.6
Structure (SMILES): CCCSSC.O
Frontier orbital gap (eV): 8.8
Maximum force (Eh/bohr): 0.053

Geometry as XYZ:
```
19
Properties=species:S:1:pos:R:3:forces:R:3:nbo_charge:R:1
C -2.379273 0.987909 0.587116 0.76 -1.08 -0.73 -0.61
C -1.876577 1.555043 -0.780444 -2.43 1.04 0.65 -0.44
C -1.055353 0.778706 -1.771125 1.13 -1.12 1.62 -0.50
S 0.256103 -0.319487 -1.003776 0.16 0.85 -0.21 0.05
S 1.040659 0.817988 0.545266 -0.56 -0.20 0.35 0.09
C 1.412268 2.466714 -0.045680 0.60 0.10 -1.76 -0.78
H -3.457767 0.847277 0.530247 -0.04 0.37 0.31 0.20
H -2.074386 1.604604 1.428010 -0.13 -0.06 0.01 0.22
H -1.998310 -0.029949 0.733301 0.19 0.23 0.18 0.22
H -1.661616 2.619783 -0.632299 0.80 -0.34 -0.22 0.21
H -2.844064 1.620167 -1.281818 0.01 0.37 -0.52 0.21
H -0.505674 1.409482 -2.468851 -0.57 -0.17 -0.27 0.23
H -1.708240 0.001587 -2.175695 0.28 0.33 -0.70 0.23
H 2.155480 2.865573 0.637499 -0.16 0.22 0.17 0.24
H 0.591965 3.151738 -0.255211 -0.39 -0.16 0.86 0.21
H 1.880156 2.441585 -1.039467 0.35 -0.37 0.25 0.22
O 1.282043 -5.704352 2.517382 -0.07 0.33 1.94 -0.95
H 2.188662 -5.952873 2.733188 -0.28 -0.03 -0.72 0.48
H 1.060389 -5.787457 1.610154 0.35 -0.30 -1.22 0.48
```
Positions in Å, forces in eV/Å.

---

(6)
The following is a quantum chemistry calculation of 2 unconnected molecules or ions with the total composition C4H12OS2 in a non-equilibrium geometry, from the Open Molecules 2025 dataset.

Electronic energy (eV): -28052.243
Net charge: +1
Relative energy (zero: lowest compared OMol25 entry of this formula, charge and spin) (kJ/mol): 33.3
<S²>: 0.7549
2S+1: 2
Frontier orbital gap (spin up / spin down) (eV): 9.7 / 5.7
Maximum force (Eh/bohr): 0.031

Geometry as XYZ:
```
19
Properties=species:S:1:pos:R:3:forces:R:3:mulliken_spin:R:1
C -1.326818 -1.569971 -2.781080 -0.39 -0.09 -0.96 0.02
C 0.138282 -1.963949 -2.814820 -0.14 0.12 -1.06 0.00
S 1.180952 -1.267989 -1.562209 0.03 0.64 1.46 0.45
S 0.477587 0.587813 -1.272516 -0.48 -0.38 -0.06 0.46
C 0.031996 0.581338 0.512374 1.07 -0.78 0.33 0.01
C -0.426263 1.920446 1.030280 0.19 0.88 0.40 0.01
H -1.869926 -2.256924 -3.435160 0.04 -0.42 0.40 0.00
H -1.503162 -0.649616 -3.337899 0.24 0.40 0.56 0.00
H -1.787695 -1.552934 -1.797027 0.06 -0.01 0.00 0.00
H 0.578511 -1.663527 -3.764949 -0.02 -0.23 -0.22 0.03
H 0.311795 -3.037175 -2.691494 0.00 0.07 0.07 0.01
H -0.631468 -0.268621 0.671882 -0.53 0.30 -0.45 0.02
H 0.919323 0.242975 1.060479 0.13 0.26 -0.10 0.02
H -1.045514 1.751184 1.912195 -0.02 -0.03 -0.07 0.00
H -0.975762 2.593876 0.370245 -0.19 -0.53 -0.30 0.00
H 0.425790 2.520198 1.360056 0.02 -0.19 -0.01 0.00
H 1.358068 1.154779 6.147209 -0.03 -0.36 -0.30 0.00
H 2.158951 1.229528 4.774986 -0.25 -0.43 0.15 0.00
O 1.985356 1.648561 5.617440 0.29 0.78 0.16 0.00
```
Positions in Å, forces in eV/Å.

---

(7)
The following is a quantum chemistry calculation of 2 unconnected molecules or ions with the total composition C4H12S in a non-equilibrium geometry, from the Open Molecules 2025 dataset.

Electronic energy (eV): -15175.418
Net charge: 0
Relative energy (zero: lowest compared OMol25 entry of this formula, charge and spin) (kJ/mol): 220.8
Structure (SMILES): CSC.CC
Frontier orbital gap (eV): 9.4
Maximum force (Eh/bohr): 0.183

Geometry as XYZ:
```
17
Properties=species:S:1:pos:R:3:forces:R:3:nbo_charge:R:1
C 2.158870 -1.432884 -0.567866 -7.65 -4.13 -3.57 -0.67
S 1.004349 -1.902528 0.836248 -0.23 0.08 -0.39 0.12
C 1.969178 -2.338418 2.344506 0.24 3.56 -1.15 -0.72
H 1.648726 -0.597030 -1.114948 0.37 -0.90 0.53 0.23
H 3.017463 -1.160739 -0.322536 7.48 2.55 2.67 0.18
H 2.325401 -2.348797 -1.330779 -0.66 1.99 1.76 0.21
H 2.753267 -2.893618 2.005426 2.56 -1.41 -0.93 0.21
H 1.481425 -3.016538 2.979807 -1.34 -0.20 1.00 0.23
H 2.383194 -1.365163 2.765652 -0.78 -1.54 0.08 0.22
C -2.728940 1.774268 -0.386532 2.51 -2.14 1.12 -0.60
C -2.060672 2.492042 -1.544616 2.60 0.46 3.07 -0.63
H -3.638100 1.551128 -0.772743 -3.44 -0.79 -0.17 0.20
H -2.270575 0.730082 -0.073174 -0.53 1.99 -1.04 0.20
H -2.761042 2.296212 0.595695 -0.10 0.20 -1.09 0.21
H -1.954445 2.218525 -2.527821 -1.09 -1.87 -2.32 0.22
H -2.321701 3.505032 -1.582705 -0.64 1.62 0.14 0.20
H -1.006405 2.488434 -1.303609 0.70 0.52 0.29 0.20
```
Positions in Å, forces in eV/Å.

---

(8)
The following is a quantum chemistry calculation of 2 unconnected molecules or ions with the total composition C4H12S2 in a non-equilibrium geometry, from the Open Molecules 2025 dataset.

Electronic energy (eV): -26012.469
Net charge: 0
Relative energy (zero: lowest compared OMol25 entry of this formula, charge and spin) (kJ/mol): 62.6
Structure (SMILES): CSC.CSC
Frontier orbital gap (eV): 9.4
Maximum force (Eh/bohr): 0.029

Geometry as XYZ:
```
18
Properties=species:S:1:pos:R:3:forces:R:3:nbo_charge:R:1
C 0.182692 3.735018 1.580831 0.10 -0.41 -0.29 -0.72
S 0.900411 2.171089 0.815301 -0.55 0.90 0.79 0.16
C -0.337598 0.998959 1.447061 -0.43 0.03 0.24 -0.75
H -0.916088 3.722438 1.485262 0.48 -0.05 -0.08 0.21
H 0.573372 4.609838 1.034332 -0.11 -0.51 0.16 0.23
H 0.441851 3.842108 2.647591 0.01 -0.26 -0.48 0.21
H -1.250418 1.086389 0.834111 0.27 -0.11 0.36 0.21
H -0.594738 1.225699 2.495431 0.21 -0.08 -0.41 0.22
H 0.025601 -0.041011 1.390932 0.00 0.70 0.06 0.23
C 0.160562 -3.633789 -2.121706 0.12 0.14 0.23 -0.74
S -0.822608 -2.082089 -2.169017 -0.75 -0.89 -0.95 0.19
C -0.016218 -1.091550 -0.958777 1.28 0.08 0.73 -0.77
H 1.232121 -3.407889 -1.990038 -0.41 -0.03 -0.13 0.21
H 0.027621 -4.161939 -3.080877 -0.02 0.36 0.41 0.23
H -0.161179 -4.301528 -1.304868 0.08 0.35 -0.30 0.21
H 1.003532 -0.901750 -1.333867 -0.25 0.17 0.42 0.22
H 0.056112 -1.647600 -0.008949 -0.03 0.30 -0.28 0.21
H -0.505028 -0.122401 -0.762748 0.01 -0.70 -0.52 0.24
```
Positions in Å, forces in eV/Å.